DFT (the ωB97M-V functional and the def2-TZVPD basis) results for one molecule with the formula C2H4O3 in a non-equilibrium geometry.

Values from the calculation:
HOMO-LUMO gap (spin up / spin down) = 8.009 / 8.433 eV
electronic energy = -8273.289 eV
HOMO level (spin up / spin down) = -7.2 / -10.4 eV
⟨S²⟩ = 2.009

The geometry in ORCA input format:
```
! RIJCOSX wB97M-V def2-TZVPD def2/J DEFGRID3
* xyz 0 3
C 1.343 -0.244 -0.152
C -0.184 -0.506 0.364
O 1.441 1.036 0.058
O -2.238 0.381 0.084
O -1.134 -0.269 -0.443
H 1.894 -0.880 0.536
H 1.674 -0.576 -1.179
H -0.342 -0.065 1.272
H -2.456 1.124 -0.540
*
```

Results of the Mulliken charge analysis, in e, for atoms 1 through 5: atom 1 (C): -0.153, atom 2 (C): -0.337, atom 3 (O): -0.305, atom 4 (O): -0.354, atom 5 (O): -0.128

=====

DFT (the ωB97M-V functional and the def2-TZVPD basis) results for a 2-piece molecular cluster, C2H4O3P overall in a non-equilibrium geometry.

Values from the calculation:
HOMO-LUMO gap (spin up / spin down) = 6.639 / 6.646 eV
electronic energy = -17570.380 eV
HOMO level (spin up / spin down) = -2.6 / -2.6 eV

The geometry in ORCA input format:
```
! RIJCOSX wB97M-V def2-TZVPD def2/J DEFGRID3
* xyz -1 1
C 0.777 -2.984 0.956
C -0.457 0.376 0.091
O -2.164 -1.266 1.786
O 1.930 -2.657 1.108
O -2.401 -1.533 -0.768
P -1.572 -1.193 0.423
H 0.544 -4.072 1.053
H 0.429 0.052 -0.264
H -0.993 0.914 -0.688
H -0.341 1.001 1.068
*
```

Results of the Mulliken charge analysis, in e, for atoms 1 through 5: atom 1 (C): -0.176, atom 2 (C): -0.843, atom 3 (O): -0.612, atom 4 (O): -0.455, atom 5 (O): -0.640

=====

DFT (the ωB97M-V functional and the def2-TZVPD basis) results for an isolated ion of composition C2H4O3P and charge -1 in a non-equilibrium geometry.

Values from the calculation:
HOMO-LUMO gap = 8.482 eV
electronic energy = -17572.086 eV
HOMO level = -4.3 eV

The geometry in ORCA input format:
```
! RIJCOSX wB97M-V def2-TZVPD def2/J DEFGRID3
* xyz -1 1
C -0.061 0.007 1.446
C 0.179 0.576 0.114
O 1.106 -0.412 -0.749
P -0.290 -0.314 -1.644
O -0.193 0.429 -2.882
O -1.001 -1.596 -1.752
H -0.112 0.919 2.139
H 0.740 -0.615 1.793
H -0.993 -0.538 1.562
H 0.625 1.546 -0.026
*
```

Results of the Mulliken charge analysis, in e, for atoms 1 through 5: atom 1 (C): -0.966, atom 2 (C): -0.114, atom 3 (O): -0.447, atom 4 (P): 0.812, atom 5 (O): -0.693

=====

The evaluated energy above the lowest of the compared OMol25 structures with the same formula, charge and spin for the records listed, in turn: 27.0; 65.8; 26.5 kcal per mole.